ORCA calculation (ωB97M-V with the def2-TZVPD basis set) on C4H5NO in the gas phase.

As for the energy above the lowest of the compared OMol25 structures with the same formula, charge and spin: 2.6403 eV. The energy comes out at -7763.8861 eV. For the gap between HOMO and LUMO, the calculation gives 8.771 eV. As for the net charge: 0. Its structure (SMILES) is OC1=C=CCN1. The value obtained for the maximum force is 1.0 eV/Å. The HOMO energy is -8.06 eV.

The geometry in XYZ format:
```
11
Properties=species:S:1:pos:R:3:forces:R:3:lowdin_charge:R:1
O 2.323638 -0.447973 0.106579 -0.299 -0.103 -0.018 0.10
C 1.042394 -0.183793 0.052066 -0.203 0.268 0.019 -0.45
N 0.039462 -1.037920 -0.099134 0.226 0.220 0.032 0.10
C -1.193220 -0.245334 -0.104792 -0.013 -0.053 -0.010 -0.17
C -0.640714 1.154492 0.074120 -0.223 0.080 -0.005 -0.13
C 0.706033 1.213394 0.172751 -0.664 0.016 -0.048 -0.05
H 0.084462 -2.040970 -0.198132 0.116 0.167 0.021 0.16
H -1.854238 -0.554421 0.713752 0.084 0.027 -0.085 0.12
H -1.729736 -0.377683 -1.052085 0.067 0.012 0.103 0.12
H -1.325719 2.000454 0.112383 0.050 -0.185 -0.014 0.08
H 2.547633 0.519758 0.222495 0.860 -0.448 0.004 0.11
```
Positions in Å, forces in eV/Å.

ORCA calculation (ωB97M-V with the def2-TZVPD basis set) on C4H5NO in the gas phase.

As for the energy above the lowest of the compared OMol25 structures with the same formula, charge and spin: 4.2162 eV. The energy comes out at -7762.3103 eV. For the gap between HOMO and LUMO, the calculation gives 10.113 eV. As for the net charge: 0. Its structure (SMILES) is N#CC1(O)CC1. The value obtained for the maximum force is 2.6 eV/Å. The HOMO energy is -9.33 eV.

The geometry in XYZ format:
```
11
Properties=species:S:1:pos:R:3:forces:R:3:lowdin_charge:R:1
O 0.134131 -1.198809 1.217621 -0.180 -0.222 -0.279 0.03
C -0.039623 0.030859 0.589278 -0.234 0.224 0.024 -0.50
C 0.180742 0.115990 -0.939159 -0.319 0.007 -0.403 -0.07
C 1.282035 0.485695 0.038541 -0.071 -0.015 0.034 -0.01
C -1.432651 0.403933 0.474825 -1.032 -0.119 -0.258 -0.17
N -2.425609 0.166619 -0.092412 0.012 0.871 1.531 0.14
H -0.576209 -1.801489 0.959446 -0.055 0.018 0.037 0.11
H -0.585271 -0.617892 -1.324196 2.512 -0.487 -0.444 0.14
H -0.189640 1.061524 -1.323788 -0.135 0.004 0.150 0.10
H 2.083667 -0.184470 0.340006 -0.287 0.029 -0.087 0.11
H 1.568427 1.538039 0.059839 -0.212 -0.309 -0.306 0.11
```
Positions in Å, forces in eV/Å.

ORCA calculation (ωB97M-V with the def2-TZVPD basis set) on a molecular structure, C4H5NO.

As for the energy above the lowest of the compared OMol25 structures with the same formula, charge and spin: 2.9621 eV. The energy comes out at -7763.5644 eV. For the gap between HOMO and LUMO, the calculation gives 10.202 eV. As for the net charge: 0. The value obtained for the maximum force is 3.1 eV/Å. The HOMO energy is -9.20 eV.

The geometry in XYZ format:
```
11
Properties=species:S:1:pos:R:3:forces:R:3:lowdin_charge:R:1
O 0.767857 -1.876948 1.270483 0.884 1.790 -0.231 0.10
C 0.640218 -0.930492 0.529797 -2.020 -0.666 -2.220 -0.30
C -0.201240 -0.855767 -0.787112 -0.348 -1.314 0.244 -0.11
N -0.162203 0.627448 -0.922985 0.911 -0.823 0.742 -0.02
C -0.614413 1.122571 0.356806 -0.033 0.186 0.418 -0.10
C 0.762566 0.555993 0.254717 0.984 0.844 1.214 -0.17
H 0.378368 -1.256725 -1.620126 -0.351 -0.360 0.058 0.13
H -1.173569 -1.290280 -0.608592 -0.554 -0.291 -0.706 0.11
H -1.411641 0.569210 0.855774 0.300 0.086 0.108 0.12
H -0.637915 2.197500 0.487500 -0.248 -0.024 -0.280 0.11
H 1.651975 1.137489 0.183738 0.473 0.572 0.652 0.13
```
Positions in Å, forces in eV/Å.